A 8-piece molecular cluster, C49H40IN2O28 overall, computed with ωB97M-V/def2-TZVPD.

Each line ends with the Löwdin charge.
Element x y z (Å)
C  -1.4461  -3.9512  1.2015  0.0181
N  -1.5254  -4.8352  0.0332  -0.0132
C  -1.2698  -6.1417  0.1694  -0.0299
N  -1.4305  -6.6634  -1.0414  0.1196
C  -1.7953  -5.7242  -1.9649  0.0103
C  -1.8482  -4.5377  -1.2752  -0.1680
C  -2.1603  -3.1727  -1.8261  -0.1307
C  -0.9619  -2.2191  -1.6152  -0.2895
C  -1.3241  -0.7528  -1.3521  -0.6261
I  -2.7190  -0.4378  0.2306  0.8605
H  -0.6383  -4.2560  1.8638  0.1001
H  -2.4029  -4.0008  1.7203  0.0953
H  -1.2986  -2.9122  0.9307  0.0240
H  -0.9751  -6.6493  1.0721  0.1659
H  -1.2776  -7.6387  -1.2546  0.1836
H  -1.9668  -5.8601  -3.0173  0.1482
H  -2.3181  -3.3399  -2.8923  0.1162
H  -3.0992  -2.8034  -1.4102  0.0799
H  -0.2662  -2.5847  -0.8594  0.0991
H  -0.3915  -2.2322  -2.5534  0.0907
H  -1.6163  -0.2516  -2.2711  0.0372
H  -0.4066  -0.2524  -1.0436  0.0490
C  2.2828  -6.4987  1.1017  0.0635
C  2.3961  -6.2912  2.4170  -0.2323
C  3.7126  -6.4303  3.1295  -0.3104
O  3.7370  -6.2065  4.3235  0.1253
C  4.8739  -6.8264  2.3522  0.0874
C  4.7611  -7.0383  1.0301  -0.2173
C  3.4476  -6.8732  0.3145  -0.3083
O  3.4057  -7.0609  -0.8859  0.1119
O  5.7884  -7.4038  0.2763  0.0961
O  1.3569  -5.9485  3.1750  0.0992
H  1.3437  -6.3991  0.5778  0.0987
H  5.8107  -6.9396  2.8776  0.1340
H  5.4356  -7.4852  -0.6312  0.1328
H  1.7054  -5.8582  4.0851  0.1275
C  -0.1242  4.8063  -3.7351  0.0808
C  -0.7882  3.6445  -3.7376  -0.2343
C  -1.5508  3.1649  -2.5342  -0.3105
O  -2.1467  2.1014  -2.6155  0.0607
C  -1.5387  3.9812  -1.3389  0.0732
C  -0.8726  5.1474  -1.3285  -0.2268
C  -0.1279  5.6388  -2.5424  -0.3051
O  0.4395  6.7089  -2.4651  0.1115
O  -0.8316  5.9316  -0.2630  0.1269
O  -0.8204  2.8389  -4.7970  0.1132
H  0.4265  5.1619  -4.5944  0.1391
H  -2.0792  3.6162  -0.4767  0.1333
H  -0.2991  6.7187  -0.5036  0.1080
H  -1.3697  2.0770  -4.5346  0.1149
C  10.4622  -9.2740  3.5464  0.0763
C  10.0173  -10.4334  4.0514  -0.2357
C  8.6817  -11.0053  3.6630  -0.3139
O  8.3476  -12.0700  4.1446  0.1143
C  7.8544  -10.2516  2.7324  0.0772
C  8.2989  -9.0928  2.2316  -0.2221
C  9.6451  -8.5349  2.6005  -0.3133
O  9.9863  -7.4837  2.0904  0.1115
O  7.5835  -8.3578  1.3772  0.0699
O  10.7187  -11.1510  4.9202  0.1219
H  11.4208  -8.8546  3.8169  0.1379
H  6.8894  -10.6640  2.4729  0.1345
H  8.1403  -7.5801  1.1763  0.1237
H  10.1760  -11.9371  5.1222  0.1231
C  0.9742  -3.4389  -6.4334  0.0781
C  1.8461  -4.0814  -7.2290  -0.2272
C  2.5432  -5.3405  -6.7836  -0.3039
O  3.3040  -5.8818  -7.5565  0.1346
C  2.2686  -5.8405  -5.4415  0.0865
C  1.4034  -5.1924  -4.6571  -0.2291
C  0.6903  -3.9535  -5.1142  -0.2973
O  -0.1023  -3.4330  -4.3383  0.0653
O  1.1092  -5.5952  -3.4169  0.0890
O  2.1458  -3.6568  -8.4433  0.1384
H  0.4658  -2.5365  -6.7422  0.1389
H  2.7857  -6.7346  -5.1223  0.1408
H  0.4637  -4.9457  -3.0805  0.0825
H  2.7926  -4.2941  -8.8054  0.1306
C  -2.0253  12.2848  -1.1380  0.0841
C  -1.5439  11.3555  -0.3042  -0.2269
C  -1.0918  10.0119  -0.7950  -0.3034
O  -0.6467  9.2140  0.0159  0.0967
C  -1.2104  9.7210  -2.2096  0.0755
C  -1.6953  10.6447  -3.0497  -0.2295
C  -2.1248  12.0020  -2.5627  -0.3031
O  -2.5391  12.8000  -3.3808  0.1188
O  -1.8283  10.4309  -4.3535  0.1199
O  -1.4337  11.5591  1.0101  0.1099
H  -2.3514  13.2558  -0.7934  0.1020
H  -0.8963  8.7406  -2.5389  0.1129
H  -2.1967  11.2569  -4.7228  0.1221
H  -1.0589  10.7370  1.3779  0.1173
C  -4.5001  16.6689  0.0852  0.0775
C  -5.3914  17.4403  0.7237  -0.2340
C  -5.6078  17.3373  2.2092  -0.3135
O  -6.4196  18.0817  2.7237  0.1143
C  -4.8388  16.3506  2.9497  0.0762
C  -3.9512  15.5783  2.3101  -0.2323
C  -3.7180  15.7019  0.8304  -0.2992
O  -2.8803  14.9769  0.3224  0.0860
O  -3.2216  14.6576  2.9331  0.1176
O  -6.1369  18.3408  0.0969  0.1217
H  -4.3342  16.7352  -0.9808  0.1380
H  -5.0141  16.2729  4.0133  0.1370
H  -2.6630  14.2432  2.2472  0.1156
H  -6.6896  18.7583  0.7858  0.1232
C  -5.6035  -3.7840  5.0201  0.0836
C  -4.3194  -3.7767  4.6462  -0.2368
C  -3.5022  -5.0362  4.5867  -0.3177
O  -2.3418  -4.9507  4.2085  0.0689
C  -4.1265  -6.2825  4.9754  0.0697
C  -5.4137  -6.2961  5.3574  -0.2312
C  -6.2425  -5.0390  5.3905  -0.3077
O  -7.4047  -5.1271  5.7268  0.1301
O  -6.0356  -7.4039  5.7247  0.1322
O  -3.6758  -2.6629  4.2984  0.1056
H  -6.2007  -2.8842  5.0633  0.1409
H  -3.5230  -7.1787  4.9444  0.1349
H  -6.9502  -7.1413  5.9492  0.1291
H  -2.7664  -2.9390  4.0811  0.1081

Forces on atoms 1 to 2 (eV/Å):
C -0.53 0.38 0.24
N 0.56 -0.11 0.83

Summary:
**Net charge**: +1
**E**: -119863.3631 eV
**Max |F|**: 1.565 eV/Å

***

C49H42BF4N6O2P2TaTe as an isolated structure, computed with ωB97M-V/def2-TZVPD.

Each line ends with the Löwdin charge.
Element x y z (Å)
Ta  0.2746  1.2550  0.2950  1.6874
O  -2.5736  1.4533  3.3427  0.1699
C  -1.9466  1.2120  2.3542  -0.4298
N  -0.8318  1.9318  1.8907  -0.0683
C  -0.6346  3.2402  2.3749  -0.4194
O  -1.4757  3.9827  2.7849  0.1847
C  0.8143  3.5824  2.2617  -0.1908
C  1.3794  4.6896  2.8507  0.0489
C  2.7557  4.8328  2.7724  0.0095
C  3.4934  3.8759  2.0906  -0.0056
C  2.8387  2.8322  1.4691  -0.1047
N  1.5121  2.6736  1.5661  -0.0304
C  -2.1612  0.0164  1.4513  -0.3421
C  -3.3569  -0.7726  1.7769  -0.0281
C  -3.5229  -2.0416  1.4145  -0.1219
C  -2.5029  -2.8407  0.6803  -0.4405
C  -1.0547  -2.9076  1.2537  -0.2169
N  -1.3135  -0.1886  0.5211  -0.1219
H  0.7390  5.3938  3.3635  0.1425
H  3.2483  5.6769  3.2361  0.1324
H  4.5686  3.9465  2.0103  0.1303
H  3.3797  2.1148  0.8716  0.0948
H  -4.1060  -0.2723  2.3777  0.1323
H  -4.4457  -2.5480  1.6735  0.1305
H  -2.8814  -3.8536  0.5415  0.0955
H  -0.7138  -3.9389  1.1203  0.1323
C  3.0285  -2.1482  0.5008  -0.2655
C  2.1808  -2.1750  1.7656  -0.3099
P  1.1649  -0.7006  2.2319  1.0547
C  2.2373  0.2273  3.3739  -0.3795
C  1.7058  1.2406  4.1772  -0.1305
C  2.5316  2.0063  4.9820  -0.0543
C  3.9053  1.7919  4.9789  -0.0542
C  4.4457  0.8083  4.1672  -0.0548
C  3.6166  0.0285  3.3692  -0.0849
C  -0.1082  -1.5552  3.2533  -0.2761
C  -0.9463  -2.5557  2.7224  -0.2385
C  -1.7348  -3.2987  3.5950  -0.0253
C  -1.7481  -3.0623  4.9576  -0.0305
C  -0.9408  -2.0655  5.4781  -0.0386
C  -0.1212  -1.3363  4.6342  -0.0580
C  2.2021  -2.2240  -0.7876  -0.3196
P  1.5807  -0.6147  -1.4079  1.0157
C  3.0568  0.1371  -2.1566  -0.3543
C  4.0603  0.6811  -1.3539  -0.1220
C  5.2043  1.2172  -1.9171  -0.0540
C  5.3550  1.2318  -3.2983  -0.0490
C  4.3593  0.7065  -4.1050  -0.0470
C  3.2146  0.1592  -3.5399  -0.0607
C  0.5370  -1.0572  -2.8283  -0.4451
C  0.6026  -2.3184  -3.4201  -0.1122
C  -0.2778  -2.6622  -4.4364  -0.0634
C  -1.2325  -1.7505  -4.8696  -0.0608
C  -1.2673  -0.4736  -4.3215  -0.0730
C  -0.3777  -0.1243  -3.3150  -0.1409
H  3.6816  -3.0225  0.5285  0.1280
H  3.7021  -1.2919  0.4876  0.0805
H  2.7929  -2.3865  2.6447  0.0990
H  1.4780  -3.0051  1.7088  0.0792
H  0.6375  1.4284  4.1879  0.1088
H  2.1009  2.7681  5.6189  0.1227
H  4.5485  2.3884  5.6121  0.1189
H  5.5128  0.6302  4.1627  0.1172
H  4.0711  -0.7386  2.7561  0.0954
H  -0.3894  -2.2811  0.6650  0.0199
H  -2.3634  -4.0845  3.1897  0.1306
H  -2.3765  -3.6569  5.6065  0.1211
H  -0.9250  -1.8669  6.5408  0.1202
H  0.5371  -0.6067  5.0778  0.0909
H  1.3559  -2.9011  -0.6472  0.0808
H  2.8103  -2.6385  -1.5939  0.0988
H  3.9536  0.6978  -0.2756  0.0686
H  5.9770  1.6310  -1.2829  0.1144
H  6.2450  1.6567  -3.7420  0.1179
H  4.4671  0.7204  -5.1811  0.1177
H  2.4518  -0.2458  -4.1908  0.1044
H  1.3247  -3.0522  -3.0897  0.1046
H  -0.2184  -3.6433  -4.8897  0.1193
H  -1.9338  -2.0226  -5.6478  0.1209
H  -1.9855  0.2513  -4.6832  0.1201
H  -0.4135  0.8738  -2.8987  0.0779
C  -3.9118  -3.2806  -2.2450  -0.2912
Te  -2.3709  -2.1173  -1.3450  1.8817
C  -3.7540  -0.5338  -1.5665  -0.2755
C  -4.5066  -0.9251  -2.8146  -0.2929
C  -5.1088  0.0304  -3.6240  -0.0252
C  -5.7910  -0.3627  -4.7657  -0.0478
C  -5.8650  -1.7073  -5.1050  -0.0501
C  -5.2601  -2.6634  -4.3026  -0.0239
C  -4.5838  -2.2770  -3.1525  -0.2980
H  -4.5714  -3.6608  -1.4627  0.0833
H  -3.4738  -4.1190  -2.7825  0.0736
H  -3.1764  0.3815  -1.6732  0.0450
H  -4.3687  -0.4768  -0.6674  0.0821
H  -5.0509  1.0809  -3.3634  0.1168
H  -6.2620  0.3814  -5.3934  0.1178
H  -6.3926  -2.0113  -5.9988  0.1165
H  -5.3164  -3.7112  -4.5708  0.1235
F  0.5458  4.3808  -2.0486  0.2597
B  1.8503  4.4349  -1.8465  -0.8892
F  1.6248  2.0704  -0.8070  -0.4384
F  2.6873  4.0000  -2.7587  0.2881
F  2.3034  4.9587  -0.7207  0.2703
N  -1.0439  2.0048  -0.9663  -0.0542
C  -1.9280  2.7996  -1.1770  -0.2527
N  -2.8214  3.5913  -1.3138  0.1855
C  -3.7068  4.1108  -2.1361  -0.2952
N  -4.5069  4.5589  -2.8315  0.1741

Forces on atoms 1 to 2 (eV/Å):
Ta -0.09 -0.90 0.91
O -0.05 -0.04 -0.02

Summary:
**Net charge**: +2
**E**: -103493.4009 eV
**Max |F|**: 1.285 eV/Å